{"formula": "CH3NOS", "method": "ωB97M-V/def2-TZVPD", "e_homo_ev": [-8.1, -8.2], "gap_ha": [0.2993, 0.2904], "total_energy_ha": -567.97774, "max_force_ev_per_a": 3.5, "lumo_energy_ev": [0.0, -0.3], "de_lowest_kcal_mol": 77.2, "symbols": ["C", "N", "O", "S", "H", "H", "H"], "coordinates": [[1.6188, -0.1712, -0.4065], [-1.6661, 0.2213, 0.3907], [1.7647, -1.2805, -0.0876], [-0.8360, 0.9411, -0.8025], [2.4946, 0.5065, -0.6430], [-1.9307, -0.6703, 0.2240], [-1.4454, 0.4531, 1.3249]], "atomic_forces_ev_per_a": [[-0.3, 1.1, -0.7], [0.5, 2.5, 0.1], [-0.4, -0.5, 0.3], [1.7, 0.1, -0.4], [-0.6, 0.0, 0.1], [-1.1, -3.3, -0.3], [0.1, 0.2, 0.9]]}